The following is a quantum chemistry calculation of C38H33Br2HgP2Si as an isolated structure, from the Open Molecules 2025 dataset.

Cartesian coordinates (Å):
Hg1 -0.838 1.324 0.634
C1 2.681 1.858 0.261
Si1 1.391 0.496 0.206
C2 1.523 -0.307 -1.511
C3 2.735 -0.954 -1.761
C4 2.977 -1.634 -2.945
C5 1.993 -1.679 -3.919
C6 0.786 -1.029 -3.705
C7 0.546 -0.340 -2.518
P1 -1.053 0.496 -2.226
C8 -2.123 -0.159 -3.552
C9 -2.738 -1.390 -3.328
C10 -3.556 -1.953 -4.296
C11 -3.781 -1.284 -5.491
C12 -3.182 -0.052 -5.716
C13 -2.353 0.507 -4.753
C14 -0.692 2.200 -2.780
C15 0.438 2.564 -3.507
C16 0.642 3.890 -3.865
C17 -0.280 4.861 -3.504
C18 -1.407 4.508 -2.774
C19 -1.609 3.186 -2.407
C20 1.825 -0.806 1.520
C21 3.184 -0.967 1.814
C22 3.634 -1.856 2.776
C23 2.717 -2.598 3.501
C24 1.365 -2.448 3.242
C25 0.906 -1.578 2.252
P2 -0.948 -1.469 1.941
C26 -1.583 -1.433 3.653
C27 -1.774 -2.556 4.458
C28 -2.247 -2.422 5.755
C29 -2.537 -1.165 6.264
C30 -2.362 -0.043 5.469
C31 -1.894 -0.176 4.169
C32 -1.311 -3.173 1.278
C33 -2.822 -2.992 1.234
C34 -3.490 -4.112 0.498
C35 -2.981 -5.336 0.674
C36 -1.759 -5.536 1.453
C37 -0.928 -4.524 1.747
H1 3.698 1.499 0.093
H2 2.653 2.358 1.230
H3 2.460 2.599 -0.509
H4 3.511 -0.951 -1.003
H5 3.925 -2.133 -3.100
H6 2.160 -2.215 -4.844
H7 0.020 -1.065 -4.470
H8 -2.566 -1.917 -2.395
H9 -4.022 -2.912 -4.112
H10 -4.425 -1.718 -6.243
H11 -3.357 0.475 -6.644
H12 -1.887 1.467 -4.938
H13 1.165 1.814 -3.793
H14 1.525 4.162 -4.429
H15 -0.118 5.894 -3.784
H16 -2.125 5.261 -2.478
H17 -2.476 2.919 -1.814
H18 3.923 -0.373 1.291
H19 4.695 -1.954 2.970
H20 3.049 -3.280 4.274
H21 0.654 -3.006 3.838
H22 -1.560 -3.547 4.077
H23 -2.390 -3.304 6.366
H24 -2.908 -1.060 7.275
H25 -2.599 0.941 5.851
H26 -1.792 0.708 3.549
H27 -3.113 -3.140 2.287
H28 -4.392 -3.941 -0.074
H29 -3.458 -6.204 0.238
H30 -1.484 -6.547 1.727
H31 0.041 -4.692 2.199
Br1 -0.550 -2.991 -0.582
C38 -2.985 -1.526 0.953
Br2 -3.000 2.324 1.377
H32 -3.719 -0.960 1.516
H33 -2.853 -1.191 -0.070

Its net charge is 0. As for the highest occupied orbital energy (spin up / spin down): -6.664 / -7.888 eV. The LUMO energy (spin up / spin down) is 0.0111 / -0.0122 hartree. As for the calculated total energy: -210656.6691 eV. The spin multiplicity is 2. For the orbital gap (spin up / spin down), the calculation gives 0.2560 / 0.2777 hartree. As for the energy above the lowest of the compared OMol25 structures with the same formula, charge and spin: 0.0 kJ/mol.